Record 1
Formula: C3H13N3O
Source: OMol25
Level of theory: wB97M-V/def2-TZVPD

Results
- SMILES string: NCCNCN.O
- Relative energy (zero: lowest compared OMol25 entry of this formula, charge and spin): 1.6992 eV
- Frontier orbital gap: 9.8 eV

Last column: natural (NBO) charge in e.
Cartesian coordinates (Å):
H  1.54  1.10  -2.20  0.39
H  1.64  2.56  -1.27  0.39
C  -1.33  -0.27  1.37  -0.03
O  -0.22  -1.70  -1.58  -0.99
H  0.66  1.69  1.09  0.17
H  -0.02  -1.13  -0.79  0.48
H  -0.84  -1.14  1.85  0.18
N  -0.34  0.06  0.32  -0.67
H  -1.46  0.66  2.14  0.14
H  -3.09  0.03  0.32  0.38
H  1.16  0.18  1.74  0.19
C  1.95  0.63  -0.21  -0.21
H  0.56  -2.23  -1.67  0.45
H  -0.85  0.70  -0.40  0.37
H  2.94  0.74  0.30  0.17
N  -2.64  -0.69  0.90  -0.87
N  1.72  1.54  -1.29  -0.90
H  2.03  -0.37  -0.63  0.20
C  0.85  0.67  0.83  -0.23
H  -2.56  -1.69  0.69  0.39



Record 2
Formula: C15H15IN4O4Sn
Source: OMol25
Level of theory: wB97M-V/def2-TZVPD

Results
- Charge: +2
- Frontier orbital gap: 4.9 eV

Last column: natural (NBO) charge in e.
Cartesian coordinates (Å):
C  -2.00  -2.07  0.87  0.89
C  1.37  -3.22  3.40  0.08
C  0.78  2.85  -2.90  0.00
N  -0.50  3.11  -2.57  -0.31
C  1.56  1.93  -2.26  0.02
C  2.98  1.68  -2.73  -0.10
H  1.71  -4.60  1.79  0.27
O  -0.97  0.67  0.01  -0.82
N  -2.93  -1.81  -0.12  -0.50
H  -4.65  -0.92  0.43  0.40
N  1.13  -0.31  0.64  -0.15
C  -1.10  2.46  -1.61  0.15
C  0.85  -0.93  2.91  -0.06
H  -2.87  3.55  -2.02  0.28
C  1.65  0.33  -0.34  0.21
H  3.32  2.54  -3.31  0.21
C  1.26  -2.64  1.09  0.02
H  2.98  0.82  -3.41  0.21
C  -2.52  2.83  -1.29  -0.65
C  1.48  -3.58  2.05  -0.25
H  0.93  -1.73  4.89  0.27
O  -1.91  -1.16  1.81  -0.91
C  1.03  -1.92  3.83  -0.28
H  2.74  0.27  -0.43  0.32
O  3.89  1.39  -1.68  -0.73
H  1.53  -3.98  4.15  0.26
H  -3.96  -0.33  -0.93  0.41
I  0.36  0.99  3.45  0.41
N  -3.76  -0.69  -0.01  -0.68
C  0.94  1.20  -1.21  -0.20
H  -2.61  3.28  -0.30  0.23
Sn  -2.52  0.78  1.52  1.45
C  1.06  -1.25  1.49  0.16
C  -0.43  1.42  -0.91  0.41
O  -1.31  -3.07  0.82  -0.64
H  1.17  3.45  -3.71  0.23
H  -3.18  1.95  -1.34  0.20
H  1.35  -2.86  0.04  0.26
H  4.39  2.18  -1.47  0.50
H  -3.25  -2.60  -0.66  0.42



Record 3
Formula: C18H39BFNO4S
Source: OMol25
Level of theory: wB97M-V/def2-TZVPD

Results
- Frontier orbital gap: 5.7 eV

Last column: natural (NBO) charge in e.
Cartesian coordinates (Å):
H  0.33  1.79  -1.49  0.16
C  1.62  -2.60  0.19  0.22
H  0.64  -4.88  3.47  0.19
H  -3.28  -2.17  -2.80  0.25
O  -2.66  6.98  -1.81  -0.54
C  2.68  -4.40  3.94  -0.40
B  1.60  -4.49  1.54  1.05
S  4.64  -5.80  5.30  -0.06
H  0.70  -0.23  -0.87  0.15
H  3.61  -4.29  3.39  0.21
H  1.77  -6.14  3.02  0.20
C  -3.57  0.84  0.16  -0.75
H  1.13  3.88  0.14  0.20
H  -2.23  -1.14  -0.99  0.46
H  2.26  -6.02  5.33  0.21
H  3.23  -1.20  0.48  0.21
H  -2.85  5.44  -0.45  0.15
H  3.01  1.58  -0.09  0.21
H  -0.28  -1.93  -0.51  0.13
H  -2.89  1.38  0.82  0.29
H  -1.05  3.44  -0.73  0.17
H  0.74  -2.56  -1.82  0.19
H  -0.55  3.73  -2.39  0.19
H  2.30  -0.31  -1.58  0.20
H  -3.69  -0.58  -3.49  0.24
H  -0.55  5.89  -0.26  0.20
C  -3.96  7.11  -2.32  -0.24
C  -0.84  5.52  -1.24  -0.42
H  -0.35  6.12  -1.99  0.22
H  2.39  -4.17  -1.13  0.14
C  -2.97  0.86  -1.21  0.73
H  1.74  4.38  -1.43  0.20
F  0.68  -5.31  0.74  -0.59
C  -0.41  4.06  -1.36  -0.37
H  -4.72  6.92  -1.55  0.16
H  -4.08  8.12  -2.68  0.20
H  -4.52  1.38  0.13  0.28
H  4.48  -6.69  6.29  0.10
C  1.96  1.34  -0.24  -0.40
H  1.79  -0.85  1.40  0.22
O  1.17  -3.08  1.44  -0.74
N  -2.52  -0.51  -1.75  -0.59
C  1.76  -0.13  -0.64  -0.37
C  1.31  2.24  -1.30  -0.37
C  -2.35  5.66  -1.40  -0.05
H  -4.13  6.41  -3.15  0.16
H  -3.73  -0.16  0.55  0.24
C  2.15  -1.16  0.42  -0.41
H  2.76  -4.54  6.13  0.19
O  -2.74  1.78  -1.91  -0.44
H  -1.70  -0.32  -2.33  0.46
C  2.93  -5.17  5.26  -0.50
C  -3.59  -1.15  -2.58  -0.42
H  -4.52  -1.16  -2.01  0.23
H  3.67  -3.13  -0.50  0.15
H  1.45  1.50  0.71  0.19
H  2.33  -3.41  4.20  0.20
H  -0.01  -3.67  -0.62  0.26
C  1.03  3.72  -0.93  -0.40
C  0.44  -2.69  -0.77  -0.63
C  1.63  -5.06  3.04  -0.70
H  -2.72  4.94  -2.14  0.15
H  1.87  2.18  -2.24  0.20
C  2.73  -3.62  -0.23  -0.07
O  2.91  -4.47  0.85  -0.72



Record 4
Formula: C2H7N3O2
Source: OMol25
Level of theory: wB97M-V/def2-TZVPD

Results
- Relative energy (zero: lowest compared OMol25 entry of this formula, charge and spin): 3.1246 eV
- Frontier orbital gap: 7.9 eV

Last column: natural (NBO) charge in e.
Cartesian coordinates (Å):
C  -0.52  -0.54  0.57  -0.09
H  0.29  -1.27  0.71  0.18
N  -1.67  -1.07  -0.23  -0.90
H  -0.88  2.02  -1.17  0.41
N  0.03  0.58  -0.07  -0.62
H  -0.96  -0.32  1.58  0.10
O  4.09  0.96  0.23  -0.51
N  -1.10  1.44  -0.36  -0.58
H  -2.19  -1.76  0.30  0.36
H  -1.88  0.75  -0.56  0.43
H  -1.39  2.06  0.43  0.36
H  -1.31  -1.52  -1.06  0.36
O  3.64  -1.21  -0.32  -0.52
C  3.84  -0.12  -0.05  1.03



Record 5
Formula: C39H33AsF4N13P2S4Tl
Source: OMol25
Level of theory: wB97M-V/def2-TZVPD

Results
- Relative energy (zero: lowest compared OMol25 entry of this formula, charge and spin): 0.0000 eV
- Charge: -2
- Frontier orbital gap: 4.3 eV

Last column: Mulliken charge in e.
Cartesian coordinates (Å):
H  -3.43  -2.86  2.54  0.94
H  1.35  -1.08  -0.90  -0.15
S  -2.59  -0.55  3.48  -0.54
H  0.39  -2.44  -1.49  0.48
F  4.50  3.21  3.62  -0.37
H  1.20  -2.18  3.08  0.45
H  -3.46  4.67  2.36  0.40
P  0.08  -2.16  0.92  1.49
N  -3.84  -4.90  -0.09  -0.67
C  7.02  4.13  3.52  0.16
H  4.10  -3.14  0.25  0.29
C  -1.95  3.39  -0.31  -0.35
C  -1.53  1.76  -1.82  -0.01
C  1.54  -1.97  2.06  -0.90
C  -1.37  4.33  -1.15  -0.76
C  7.91  4.51  1.35  0.20
N  1.73  0.87  -2.67  -0.77
H  -3.29  -4.43  -2.01  0.46
H  1.14  -4.64  -1.26  0.38
C  -0.58  -1.28  -6.11  -0.59
H  -0.35  -4.31  2.01  0.43
C  1.99  1.70  -0.24  0.23
C  0.04  -4.03  1.02  -1.46
H  -1.20  0.70  -4.27  0.65
N  -1.30  -2.50  -8.05  -0.65
S  -5.92  -1.87  3.04  -0.53
C  -2.60  -2.53  -6.04  -0.47
H  0.17  -0.65  -5.65  0.52
As  -4.80  -0.07  3.18  0.24
H  -0.53  4.94  3.82  0.46
C  6.82  4.02  2.12  0.07
H  -3.49  -2.87  -5.53  0.46
C  5.43  3.28  0.16  0.10
C  -3.01  -2.75  -0.68  -0.26
C  4.28  2.75  -0.40  -0.05
C  0.89  1.27  0.48  0.84
C  2.30  -4.25  1.83  -0.96
C  -1.87  -1.30  -3.97  1.04
N  7.26  4.26  4.65  -0.75
H  1.88  -4.43  2.82  0.42
C  1.05  -2.11  -0.68  -0.66
C  -3.37  -4.04  -1.01  -0.21
C  1.90  1.28  -1.59  -0.34
C  -3.46  -3.19  1.51  -0.70
N  -3.04  -2.34  0.59  0.86
H  -2.38  3.66  0.65  0.39
H  -3.10  4.87  4.10  0.41
C  -1.71  2.53  4.93  -1.41
H  -1.54  3.43  5.53  0.48
N  1.34  -4.68  0.82  0.12
C  -0.46  4.18  3.04  -1.18
S  -4.70  0.93  1.14  -0.36
C  -0.92  2.69  -2.65  -0.15
C  -2.38  -2.18  -3.04  -0.97
N  -2.17  -0.55  -1.32  0.24
C  -0.43  -1.70  -7.43  -0.40
H  -0.45  4.68  2.07  0.30
C  -3.90  -4.46  1.15  -0.88
C  -2.36  -2.89  -7.35  -0.42
C  3.19  2.33  0.35  0.42
C  -2.50  -1.78  -1.71  -0.03
H  3.39  -1.51  0.29  0.44
H  -0.67  -4.41  0.28  0.34
H  -3.06  -3.53  -7.88  0.37
H  -0.88  1.84  5.07  0.31
H  0.43  -1.39  -8.00  0.39
H  1.87  -0.92  2.05  0.26
H  -4.16  3.55  3.55  0.17
N  2.24  -2.96  -0.68  0.14
C  3.17  -2.57  0.38  -1.03
H  -2.66  -3.18  -3.34  0.45
H  3.21  -4.84  1.71  0.32
C  -1.69  -1.71  -5.39  0.22
C  4.50  3.07  2.28  0.13
N  -2.01  2.11  -0.65  0.00
C  3.36  2.53  1.71  0.49
C  -1.55  -0.03  -3.56  -0.96
H  -1.33  5.37  -0.88  0.43
C  5.61  3.47  1.53  0.50
N  8.82  4.94  0.78  -0.75
F  4.24  2.64  -1.75  -0.38
N  2.67  -2.84  1.73  0.15
Tl  -2.31  0.21  1.11  1.69
P  -1.85  2.98  3.16  1.08
H  2.78  -4.97  -0.65  0.29
H  -0.45  2.41  -3.58  0.41
N  -0.84  3.98  -2.32  -0.69
N  -0.05  0.77  0.96  -0.65
C  -3.28  4.14  3.30  -1.27
H  -2.63  2.04  5.24  0.29
C  1.88  -4.37  -0.50  -1.03
H  -4.30  -5.13  1.90  0.42
C  -1.73  0.33  -2.23  0.55
F  2.35  2.17  2.55  -0.39
F  6.41  3.63  -0.70  -0.36
S  -5.50  1.27  4.64  -0.54
H  0.48  3.65  3.15  0.20



Record 6
Formula: C15H27MnN5O6
Source: OMol25
Level of theory: wB97M-V/def2-TZVPD

Results
- Relative energy (zero: lowest compared OMol25 entry of this formula, charge and spin): 0.5448 eV
- Spin multiplicity: 6
- Frontier orbital gap (alpha / beta): 5.3 / 6.6 eV

Last column: natural (NBO) charge in e.
Cartesian coordinates (Å):
H  3.10  3.09  -1.36  0.23
H  0.32  -0.64  2.96  0.22
H  -0.81  4.11  1.25  0.26
O  -0.77  1.45  2.19  -0.41
H  -1.88  1.88  -1.08  0.39
H  3.02  -0.67  -0.19  0.22
O  -2.19  2.84  -0.62  -0.98
H  -1.62  0.17  2.12  0.51
C  2.81  -0.92  0.84  0.05
C  4.57  -2.34  3.90  -0.64
C  0.13  -4.09  -1.01  -0.67
C  2.26  -1.44  3.47  -0.25
H  5.51  -2.50  3.36  0.22
H  -1.01  0.74  -2.40  0.20
H  -2.33  0.02  -1.35  0.19
O  1.39  -1.74  -1.83  -0.53
C  2.04  3.35  -1.30  -0.65
Mn  -0.20  0.02  -0.20  1.04
H  1.96  -1.62  4.50  0.22
N  -1.23  -1.15  0.84  -0.14
H  1.77  -0.74  -1.91  0.48
H  4.24  -3.30  4.30  0.23
O  2.10  0.64  -1.85  -0.49
N  -0.18  1.44  1.06  -0.12
N  0.35  -1.60  -1.01  -0.09
C  -1.45  0.67  -1.40  -0.78
C  3.54  -1.74  2.99  0.02
C  -1.85  -3.53  1.29  -0.67
H  0.85  4.64  0.82  0.22
H  0.55  3.78  2.36  0.24
C  1.28  2.34  -0.53  0.10
H  1.04  -4.08  -1.61  0.26
H  -3.23  2.28  0.59  0.50
H  -2.67  -3.11  1.88  0.26
H  0.27  -4.78  -0.17  0.23
H  1.93  4.33  -0.81  0.22
H  4.77  -1.68  4.75  0.23
C  -1.15  -2.47  0.53  0.20
H  -4.08  1.09  1.15  0.45
H  -0.68  -4.51  -1.64  0.24
H  -1.15  -4.04  1.97  0.24
C  -0.23  -2.73  -0.53  0.15
N  1.25  1.04  -0.95  -0.12
H  -2.61  3.35  -1.32  0.46
C  3.81  -1.46  1.65  -0.21
O  -3.60  1.89  1.43  -0.99
O  -1.95  -0.81  1.93  -0.54
C  0.49  2.56  0.63  0.20
H  4.78  -1.65  1.19  0.21
H  -2.25  -4.28  0.60  0.23
C  1.32  -0.89  2.60  0.06
H  1.64  3.43  -2.32  0.23
N  1.58  -0.66  1.31  -0.50
C  0.26  3.85  1.31  -0.66



Number 1: electronic energy -9838.6035 eV. Number 2: electronic energy -43863.4685 eV. Number 3: electronic energy -43207.7682 eV. Number 4: electronic energy -10750.9513 eV. Number 5: electronic energy -198673.0097 eV. Number 6: electronic energy -67039.2506 eV.